Computed, not measured: C11H44N22O11Zn as an isolated structure in a non-equilibrium geometry, with ωB97M-V with the def2-TZVPD basis set.

Structure (XYZ):
```
89
Properties=species:S:1:pos:R:3:lowdin_charge:R:1
Zn 0.231 0.316 -0.019 0.592
C 1.943 -3.515 -2.718 -0.675
O 2.548 -2.433 -2.638 -0.002
N 2.144 -4.522 -1.862 0.169
N 1.150 -3.847 -3.764 0.160
H 2.742 -4.310 -1.076 0.101
H 1.599 -5.368 -1.951 0.112
H 1.316 -3.376 -4.642 0.117
H 0.845 -4.810 -3.743 0.099
C 1.899 1.222 -2.451 -0.788
O 1.589 0.916 -1.357 0.056
N 2.638 0.505 -3.185 0.220
N 1.642 2.383 -2.968 0.218
H 2.849 -0.421 -2.842 0.088
H 3.097 0.971 -3.955 0.132
H 1.937 2.590 -3.912 0.126
H 1.080 3.015 -2.416 0.098
C -2.321 -0.037 2.053 -0.637
O -1.267 0.198 1.457 0.036
N -3.540 -0.075 1.488 0.132
N -2.600 -0.266 3.315 0.197
H -3.544 0.029 0.483 0.113
H -4.427 -0.173 1.960 0.112
H -3.600 -0.377 3.407 0.109
H -2.014 -0.178 4.134 0.131
C -3.287 3.202 3.057 -0.757
O -2.082 3.337 2.882 0.048
N -4.071 3.643 3.970 0.166
N -4.103 2.631 2.182 0.136
H -5.047 3.798 3.761 0.119
H -3.693 4.203 4.720 0.134
H -5.093 2.695 2.368 0.108
H -3.775 2.301 1.285 0.093
C 4.813 -2.130 0.606 -0.704
O 3.966 -1.911 1.474 -0.001
N 5.269 -1.244 -0.218 0.188
N 5.512 -3.252 0.491 0.180
H 5.873 -1.337 -1.023 0.129
H 4.909 -0.302 -0.151 0.121
H 6.098 -3.323 -0.329 0.116
H 5.530 -3.981 1.191 0.127
C -4.319 -3.214 -0.205 -0.724
O -3.059 -3.303 -0.111 -0.028
N -5.100 -3.141 0.759 0.189
N -4.961 -2.970 -1.349 0.171
H -6.105 -3.069 0.697 0.137
H -4.735 -3.289 1.689 0.140
H -5.957 -2.859 -1.480 0.121
H -4.316 -2.756 -2.096 0.086
C -1.737 -0.554 -2.486 -0.657
O -1.142 -0.169 -1.471 0.015
N -2.260 0.323 -3.344 0.180
N -2.084 -1.776 -2.747 0.208
H -1.998 1.297 -3.386 0.108
H -3.097 -0.017 -3.796 0.111
H -1.972 -2.406 -1.966 0.099
H -2.666 -1.904 -3.563 0.125
C 1.831 0.936 2.560 -0.752
O 1.577 0.873 1.378 0.005
N 0.972 1.175 3.560 0.211
N 2.940 0.632 2.970 0.226
H 0.002 1.410 3.406 0.090
H 1.201 0.975 4.523 0.117
H 3.347 0.096 2.217 0.111
H 3.314 0.776 3.897 0.152
C -0.863 3.207 -0.743 -0.735
O -0.340 2.270 -0.117 -0.009
N -0.322 4.331 -0.929 0.235
N -1.981 3.111 -1.354 0.195
H 0.584 4.576 -0.557 0.079
H -0.899 4.928 -1.505 0.140
H -2.500 3.838 -1.826 0.133
H -2.571 2.323 -1.130 0.112
C 2.808 4.590 0.341 -0.817
O 2.011 5.463 0.283 0.084
N 2.561 3.320 0.537 0.178
N 4.065 4.675 0.247 0.182
H 3.220 2.568 0.680 0.106
H 1.604 3.111 0.782 0.087
H 4.462 5.566 -0.014 0.138
H 4.611 3.895 0.586 0.123
C 0.768 -2.712 0.515 -0.650
O 0.693 -1.523 0.197 0.020
N 1.629 -3.297 1.265 0.208
N -0.265 -3.561 0.281 0.170
H 1.282 -4.107 1.759 0.136
H 2.444 -2.741 1.483 0.063
H -1.157 -3.094 0.198 0.050
H -0.273 -4.571 0.299 0.114
```

Properties
- net charge = +2
- E_tot (eV) = -115840.4023
- HOMO (eV) = -13.404

Computed, not measured: a 11-piece molecular cluster, C11H44O11 overall, with ωB97M-V with the def2-TZVPD basis set.

Structure (XYZ):
```
66
Properties=species:S:1:pos:R:3:nbo_charge:R:1
C -7.216 -23.473 2.980 -0.246
O -6.893 -22.339 2.170 -0.741
H -7.588 -24.297 2.361 0.170
H -6.329 -23.823 3.511 0.165
H -8.011 -23.188 3.660 0.189
H -6.282 -22.616 1.482 0.467
C -9.400 -20.035 3.727 -0.268
O -10.140 -18.824 3.522 -0.747
H -8.334 -19.840 3.633 0.203
H -9.632 -20.456 4.709 0.172
H -9.667 -20.783 2.976 0.172
H -10.970 -19.063 3.104 0.482
C -8.109 -16.499 1.806 -0.264
O -6.884 -16.745 2.487 -0.773
H -8.499 -15.532 2.128 0.183
H -7.982 -16.453 0.721 0.173
H -8.842 -17.249 2.102 0.182
H -6.716 -17.697 2.411 0.501
C -7.860 -17.475 5.906 -0.252
O -9.220 -17.187 5.659 -0.742
H -7.721 -18.423 6.443 0.147
H -7.278 -17.525 4.977 0.171
H -7.449 -16.666 6.507 0.176
H -9.517 -17.753 4.934 0.486
C -4.544 -18.703 3.178 -0.257
O -5.831 -19.264 2.878 -0.764
H -3.835 -19.461 3.514 0.170
H -4.124 -18.207 2.302 0.187
H -4.681 -17.945 3.946 0.192
H -5.726 -20.137 2.486 0.487
C -2.638 -20.555 0.531 -0.259
O -2.067 -19.489 1.293 -0.742
H -2.650 -21.480 1.110 0.168
H -3.675 -20.300 0.301 0.174
H -2.116 -20.711 -0.415 0.181
H -1.297 -19.848 1.743 0.485
C -4.485 -14.313 3.319 -0.241
O -4.632 -15.142 2.196 -0.755
H -4.769 -14.827 4.247 0.152
H -3.432 -14.040 3.385 0.170
H -5.079 -13.393 3.242 0.157
H -5.508 -15.559 2.233 0.498
C -4.484 -17.170 -0.462 -0.249
O -3.081 -17.400 -0.457 -0.744
H -4.689 -16.130 -0.197 0.191
H -4.877 -17.347 -1.466 0.160
H -5.005 -17.802 0.262 0.150
H -2.866 -18.038 0.229 0.483
C -8.048 -19.447 -0.171 -0.250
O -7.919 -18.636 -1.324 -0.720
H -8.375 -20.460 -0.419 0.162
H -7.113 -19.466 0.402 0.158
H -8.806 -18.994 0.464 0.184
H -7.338 -19.084 -1.944 0.464
C -1.873 -16.113 5.468 -0.248
O -2.142 -16.052 6.879 -0.729
H -2.720 -16.580 4.957 0.163
H -1.650 -15.138 5.043 0.172
H -1.023 -16.780 5.333 0.178
H -2.611 -15.234 7.059 0.465
C -3.525 -22.551 3.551 -0.245
O -2.415 -21.953 4.170 -0.720
H -4.216 -21.820 3.107 0.149
H -3.149 -23.192 2.756 0.179
H -4.118 -23.175 4.232 0.165
H -2.704 -21.443 4.932 0.473
```

Properties
- SMILES string = CO.CO.CO.CO.CO.CO.CO.CO.CO.CO.CO
- E_tot (eV) = -34638.4439
- HOMO (eV) = -9.503

Computed, not measured: a 11-piece molecular cluster, C11H44O11 overall in a non-equilibrium geometry, with ωB97M-V with the def2-TZVPD basis set.

Structure (XYZ):
```
66
Properties=species:S:1:pos:R:3:nbo_charge:R:1
C 0.441 3.944 0.614 -0.256
O 0.009 2.600 0.777 -0.781
H 1.018 4.002 -0.296 0.165
H -0.339 4.704 0.423 0.173
H 1.100 4.298 1.409 0.186
H -0.719 2.463 0.086 0.521
C 1.869 0.852 4.281 -0.251
O 0.795 0.014 3.971 -0.779
H 2.354 0.630 5.237 0.161
H 2.643 0.711 3.575 0.146
H 1.672 1.914 4.280 0.173
H 0.099 0.637 3.653 0.506
C -2.302 -0.886 -2.844 -0.255
O -1.476 0.170 -2.277 -0.794
H -2.567 -0.564 -3.895 0.172
H -1.766 -1.841 -2.839 0.196
H -3.232 -0.946 -2.248 0.185
H -0.675 0.361 -2.803 0.513
C -2.235 1.851 2.941 -0.247
O -0.850 1.889 3.160 -0.771
H -2.452 1.873 1.863 0.175
H -2.621 0.926 3.363 0.175
H -2.729 2.695 3.448 0.168
H -0.432 2.174 2.350 0.509
C -0.749 -4.595 -1.825 -0.252
O 0.144 -3.474 -1.924 -0.772
H -1.808 -4.276 -1.942 0.159
H -0.418 -5.359 -2.536 0.181
H -0.643 -4.934 -0.776 0.175
H 0.299 -3.070 -1.107 0.499
C 0.458 -0.478 0.156 -0.261
O 0.898 -1.783 0.157 -0.783
H -0.162 -0.375 -0.723 0.204
H 0.054 -0.090 1.088 0.167
H 1.252 0.261 -0.053 0.155
H 1.740 -1.934 0.605 0.511
C -3.549 2.823 -0.918 -0.248
O -2.169 2.482 -0.895 -0.782
H -3.684 3.864 -0.596 0.186
H -3.929 2.776 -1.950 0.174
H -4.179 2.150 -0.279 0.167
H -2.049 1.615 -1.314 0.516
C 3.989 -1.606 2.536 -0.251
O 2.659 -2.046 2.294 -0.769
H 4.252 -0.770 1.891 0.166
H 4.113 -1.229 3.567 0.179
H 4.665 -2.493 2.268 0.181
H 2.051 -1.757 3.001 0.505
C 1.361 2.093 -3.058 -0.254
O 0.346 1.711 -3.971 -0.758
H 1.057 1.926 -2.037 0.173
H 2.333 1.597 -3.228 0.178
H 1.508 3.170 -3.160 0.168
H 0.728 1.279 -4.774 0.501
C 2.343 -1.405 -3.602 -0.262
O 1.702 -0.699 -4.697 -0.768
H 1.755 -2.278 -3.390 0.205
H 3.304 -1.679 -3.958 0.173
H 2.299 -0.801 -2.668 0.181
H 1.159 -1.280 -5.197 0.473
C -1.905 -2.106 2.199 -0.261
O -1.980 -3.125 3.189 -0.719
H -2.730 -2.239 1.480 0.172
H -2.070 -1.125 2.700 0.153
H -0.937 -2.084 1.670 0.189
H -1.110 -3.131 3.548 0.462
```

Properties
- SMILES string = CO.CO.CO.CO.CO.CO.CO.CO.CO.CO.CO
- E_tot (eV) = -34638.6050
- HOMO (eV) = -9.780

Computed, not measured: a 11-piece molecular cluster, C11H44O11 overall, with ωB97M-V with the def2-TZVPD basis set.

Structure (XYZ):
```
66
Properties=species:S:1:pos:R:3:nbo_charge:R:1
C -2.434 -0.625 -4.327 -0.247
O -1.446 -1.649 -4.372 -0.752
H -3.262 -0.938 -3.681 0.165
H -2.031 0.310 -3.932 0.165
H -2.832 -0.449 -5.326 0.174
H -0.723 -1.374 -3.796 0.490
C -0.130 -0.188 -0.206 -0.268
O -0.850 0.950 0.245 -0.765
H 0.093 -0.172 -1.282 0.167
H 0.818 -0.288 0.331 0.182
H -0.753 -1.068 -0.047 0.183
H -0.286 1.734 0.126 0.504
C 2.443 -2.616 1.499 -0.240
O 1.987 -3.947 1.596 -0.742
H 3.513 -2.608 1.296 0.173
H 1.942 -2.094 0.675 0.151
H 2.268 -2.050 2.421 0.152
H 1.071 -3.889 1.907 0.492
C -3.841 1.025 -0.966 -0.246
O -5.143 0.738 -0.430 -0.725
H -3.883 1.105 -2.053 0.156
H -3.407 1.915 -0.506 0.169
H -3.203 0.197 -0.671 0.187
H -5.724 1.464 -0.670 0.460
C -0.160 -3.588 -1.413 -0.257
O -0.069 -4.668 -2.336 -0.728
H -1.150 -3.132 -1.397 0.164
H 0.154 -3.981 -0.447 0.198
H 0.577 -2.814 -1.672 0.150
H -0.617 -4.467 -3.100 0.470
C 4.075 0.354 2.418 -0.251
O 3.175 0.434 1.317 -0.739
H 4.400 1.349 2.734 0.165
H 3.548 -0.150 3.220 0.191
H 4.973 -0.216 2.163 0.172
H 3.653 0.662 0.515 0.468
C 0.390 1.671 3.442 -0.252
O -0.873 1.160 3.049 -0.753
H 0.507 2.733 3.199 0.149
H 0.457 1.549 4.523 0.178
H 1.197 1.087 2.986 0.164
H -0.866 1.053 2.083 0.491
C 1.839 3.658 0.333 -0.258
O 0.546 3.302 -0.184 -0.753
H 1.738 4.430 1.097 0.173
H 2.270 2.761 0.772 0.202
H 2.502 4.006 -0.462 0.172
H 0.256 3.996 -0.781 0.483
C -1.933 4.895 1.251 -0.247
O -2.759 5.540 2.200 -0.718
H -2.557 4.621 0.406 0.181
H -1.097 5.531 0.938 0.146
H -1.508 3.975 1.671 0.174
H -2.211 5.859 2.921 0.463
C -0.778 -2.376 2.993 -0.255
O -0.748 -3.645 2.308 -0.756
H -0.050 -2.435 3.801 0.182
H -0.447 -1.568 2.338 0.174
H -1.770 -2.176 3.387 0.186
H -1.591 -3.784 1.871 0.482
C 1.781 -2.062 -4.630 -0.261
O 1.297 -1.104 -3.681 -0.747
H 2.165 -2.957 -4.136 0.178
H 0.942 -2.349 -5.257 0.202
H 2.570 -1.626 -5.248 0.165
H 1.988 -1.013 -3.019 0.471
```

Properties
- SMILES string = CO.CO.CO.CO.CO.CO.CO.CO.CO.CO.CO
- E_tot (eV) = -34638.4533
- HOMO (eV) = -9.738

Computed, not measured: a 2-piece molecular cluster, C11H4F4NO3 overall in a non-equilibrium geometry, with ωB97M-V with the def2-TZVPD basis set.

Structure (XYZ):
```
23
Properties=species:S:1:pos:R:3:nbo_charge:R:1
F -2.364 0.896 2.055 -0.280
C -1.228 0.201 2.212 0.334
C -1.236 -1.144 2.165 0.239
F -2.378 -1.856 2.113 -0.292
C 0.000 -1.931 2.173 0.406
O 0.000 -3.165 2.069 -0.496
C 1.235 -1.144 2.165 0.239
F 2.378 -1.856 2.113 -0.292
C 1.228 0.201 2.212 0.334
F 2.364 0.896 2.055 -0.280
C 0.000 1.005 2.357 0.442
O 0.000 2.211 2.583 -0.453
O -0.001 1.474 -0.087 -0.753
C 0.000 1.011 -1.253 0.423
C 0.000 -0.422 -1.497 -0.396
C 0.000 -0.916 -2.786 0.028
N 0.000 -0.119 -3.873 -0.551
C 0.000 1.213 -3.706 0.026
C 0.000 1.817 -2.465 -0.393
H 0.000 -1.084 -0.650 0.182
H 0.001 -2.000 -2.965 0.169
H 0.000 1.822 -4.614 0.167
H -0.001 2.891 -2.375 0.198
```

Properties
- net charge = -1
- E_tot (eV) = -29973.8537
- HOMO (eV) = -4.109

Computed, not measured: a 15-piece molecular cluster, C11H51B2NO17 overall in a non-equilibrium geometry, with ωB97M-V with the def2-TZVPD basis set.

Structure (XYZ):
```
82
Properties=species:S:1:pos:R:3:lowdin_charge:R:1
C -3.516 1.291 1.570 -0.036
B -2.405 0.253 1.101 -0.364
O -2.427 -1.022 1.665 0.096
B -1.250 0.757 -0.060 -0.158
C -0.989 -0.155 -1.327 -0.109
C -0.372 -1.521 -0.877 -0.187
C 0.745 -2.031 -1.793 -0.149
C 2.211 -1.848 -1.293 -0.155
N 2.364 -1.112 -0.042 -0.142
C 2.552 0.314 -0.267 -0.048
C 3.386 -1.665 0.776 -0.464
C 2.992 -2.746 1.758 0.004
O 4.549 -1.271 0.730 0.072
C -0.504 2.141 0.122 -0.063
C -0.843 2.967 -1.085 -0.382
C 0.155 2.894 -2.161 -0.053
O -0.048 4.079 -1.251 -0.051
H -4.475 0.901 1.214 0.075
H -3.330 2.265 1.133 0.059
H -3.456 1.336 2.647 0.041
H -1.645 -1.207 2.187 0.093
H -0.392 0.319 -2.105 0.084
H -1.963 -0.370 -1.769 0.111
H -1.190 -2.231 -0.959 0.107
H -0.090 -1.517 0.172 0.092
H 0.590 -3.103 -1.905 0.098
H 0.652 -1.623 -2.795 0.105
H 2.756 -1.285 -2.057 0.101
H 2.697 -2.819 -1.250 0.119
H 1.726 0.678 -0.864 0.058
H 2.507 0.827 0.689 0.101
H 3.501 0.508 -0.770 0.093
H 1.923 -2.724 1.932 0.057
H 3.480 -2.491 2.690 0.088
H 3.333 -3.706 1.383 0.078
H -0.838 2.693 0.994 0.090
H 0.577 2.059 0.098 0.091
H -1.879 3.012 -1.390 0.148
H 1.027 2.317 -1.911 0.072
H 0.053 3.495 -3.046 0.107
O 2.581 2.240 -3.874 -0.053
H 2.872 2.956 -3.303 0.041
H 2.353 2.675 -4.704 0.038
O 1.032 -3.430 4.160 -0.052
H 0.909 -3.005 5.013 0.041
H 0.806 -4.348 4.334 0.011
O -0.810 -4.949 6.009 -0.051
H -1.199 -5.301 6.815 0.042
H -1.210 -5.470 5.305 0.045
O 1.942 -6.361 2.385 -0.065
H 1.985 -6.328 1.419 0.003
H 1.775 -5.451 2.648 0.000
O -1.752 2.903 3.266 -0.047
H -2.179 2.640 4.090 0.020
H -1.461 3.805 3.430 0.048
O 3.307 1.549 -6.360 -0.063
H 3.572 0.991 -7.097 0.049
H 3.158 0.936 -5.628 -0.003
O 3.812 -0.864 -4.605 -0.047
H 3.995 -1.805 -4.527 0.046
H 4.627 -0.442 -4.312 0.053
O 5.005 3.994 -4.803 -0.056
H 4.809 3.868 -3.873 0.018
H 4.468 3.333 -5.260 -0.002
O -1.779 1.795 -4.396 -0.055
H -1.259 1.842 -5.203 0.036
H -2.331 2.587 -4.423 0.004
O -5.048 2.789 3.807 -0.064
H -5.314 2.489 4.684 0.016
H -5.437 2.143 3.213 0.020
O -4.393 3.266 -4.712 -0.043
H -4.725 3.757 -3.954 0.046
H -4.953 3.546 -5.442 0.044
O -2.834 3.923 5.897 -0.056
H -3.318 4.237 6.666 0.041
H -3.361 4.212 5.141 0.026
O 3.140 -7.246 -0.080 -0.052
H 3.264 -8.198 -0.025 0.050
H 3.949 -6.881 0.292 0.047
O -7.171 1.297 5.277 -0.045
H -7.424 1.001 6.157 0.044
H -7.562 0.647 4.685 0.046
```

Properties
- E_tot (eV) = -49882.7303
- HOMO (eV) = -8.159